[1]
Molecular formula: C32H30N5NiOS2
Method: DFT, the ωB97M-V functional and the def2-TZVPD basis

XYZ file:
```
71
Properties=species:S:1:pos:R:3:forces:R:3:lowdin_spin:R:1
Ni -2.686 -0.416 -0.545 -0.4 0.0 0.2 1.714
S -4.177 -1.144 -2.194 0.2 -0.2 -0.2 0.075
S 2.754 0.220 -1.189 -0.1 0.1 0.0 0.000
O -0.242 -0.717 -0.088 0.4 0.1 -0.1 0.001
N -2.047 -2.205 -3.762 -0.2 0.0 0.2 0.016
N -1.723 -2.341 -0.406 0.2 0.2 -0.2 0.039
N -1.946 0.938 1.152 0.1 -0.1 0.1 0.033
N -1.867 1.276 -1.595 0.0 0.0 0.0 0.029
N -4.015 -0.868 1.028 0.2 0.0 0.0 0.044
C -2.942 -1.819 -3.134 0.0 0.2 -0.1 0.011
C -5.353 -2.398 2.264 -0.1 0.0 0.1 0.001
C -0.907 2.155 -3.595 0.1 0.1 0.0 0.000
C -3.200 1.222 1.870 0.1 -0.1 -0.1 0.003
C 3.625 4.059 -2.041 0.0 -0.1 0.0 0.000
C -3.973 -0.051 2.087 0.0 0.0 -0.1 0.004
C 3.484 2.675 -2.098 0.0 0.1 0.1 0.000
C -4.689 -2.015 1.114 0.0 0.0 -0.2 0.002
C 4.149 -0.377 1.190 0.0 0.0 0.0 0.000
C -0.092 2.989 -2.850 0.0 0.0 0.0 0.003
C -4.605 -0.362 3.273 -0.1 0.0 0.1 0.002
C -1.088 -4.592 -0.835 0.0 0.0 0.0 0.002
C -1.779 1.316 -2.932 0.0 -0.1 0.2 0.004
C 5.624 -2.283 1.338 0.0 0.0 0.0 0.000
C -1.331 2.163 0.614 -0.1 -0.1 -0.1 0.002
C -0.441 -2.049 -0.232 -0.2 0.0 0.0 0.003
C -0.990 0.183 1.991 -0.1 0.1 -0.1 0.001
C 5.383 -2.567 0.001 0.0 0.0 -0.1 0.000
C 0.243 -4.269 -0.593 0.1 0.0 0.0 -0.001
C 0.214 -0.228 1.165 0.0 0.0 0.1 0.000
C 0.590 -2.964 -0.288 0.1 -0.1 0.0 0.001
C -5.308 -1.557 3.362 0.0 0.0 0.1 -0.002
C 2.790 2.654 0.204 0.1 0.1 0.0 0.000
C 3.367 4.740 -0.858 0.0 0.0 0.0 0.000
C -0.202 2.977 -1.468 0.1 0.2 0.0 0.000
C 2.955 4.034 0.266 0.0 -0.1 0.0 0.000
C 3.069 1.961 -0.975 0.1 0.1 0.0 0.000
C 5.012 -1.182 1.926 -0.1 0.0 -0.1 0.000
C -2.039 -3.599 -0.740 -0.2 0.0 0.2 0.003
C 4.542 -1.749 -0.749 0.0 -0.1 0.0 0.000
C -1.106 2.116 -0.880 -0.1 -0.1 0.0 0.006
C 3.917 -0.652 -0.158 0.1 -0.1 0.1 0.000
H 1.618 -2.653 -0.129 -0.1 0.0 -0.1 0.000
H -5.812 -1.827 4.283 0.0 0.0 0.0 0.000
H 3.957 4.601 -2.920 0.0 0.0 0.1 0.000
H -5.889 -3.337 2.290 0.0 0.1 0.0 0.000
H 5.869 -3.413 -0.472 -0.1 0.1 0.0 0.000
H -4.708 -2.620 0.214 0.0 0.0 0.1 0.000
H -3.797 1.876 1.232 0.0 0.1 0.0 0.000
H 2.754 4.558 1.194 0.0 0.0 -0.1 0.000
H -1.982 3.013 0.822 0.0 0.0 0.0 0.000
H 3.701 2.139 -3.015 0.0 0.0 0.0 0.000
H 2.438 2.126 1.082 0.0 0.0 0.0 0.000
H -0.387 2.375 1.116 0.0 0.1 0.0 0.000
H 3.491 5.815 -0.810 0.0 -0.1 0.0 0.000
H -1.501 -0.696 2.382 0.0 -0.1 0.0 0.000
H 3.674 0.469 1.671 0.0 0.0 0.0 0.000
H -1.383 -5.595 -1.112 0.0 0.1 0.0 0.000
H 1.014 -5.027 -0.672 -0.1 0.0 0.0 0.000
H -3.030 1.742 2.815 0.0 0.0 0.1 0.001
H -2.419 0.642 -3.476 -0.1 -0.1 0.0 0.000
H -3.087 -3.796 -0.931 0.1 0.0 -0.1 0.000
H 0.807 -0.976 1.691 0.1 -0.1 0.0 0.000
H -0.866 2.133 -4.675 0.0 0.0 0.0 0.000
H -4.550 0.321 4.111 0.0 0.0 0.0 0.000
H 6.290 -2.912 1.918 -0.1 0.1 -0.1 0.000
H 0.415 3.624 -0.851 -0.1 -0.1 -0.1 0.000
H -0.650 0.785 2.841 0.0 0.0 0.1 0.000
H 0.625 3.642 -3.332 0.0 0.0 0.0 0.000
H 0.863 0.616 0.935 0.0 0.0 0.0 0.000
H 4.378 -1.951 -1.803 0.0 0.0 0.1 0.000
H 5.202 -0.950 2.968 0.0 0.0 -0.1 0.000
```
Forces are in eV/Å.

Summary:
Energy above the lowest of the compared OMol25 structures with the same formula, charge and spin   0.000 eV
LUMO level (alpha / beta)   -0.0934 / -0.1043 Ha
HOMO energy (alpha / beta)   -10.75 / -10.75 eV
2S+1   3
Total charge   +1
E   -105878.8469 eV

[2]
Molecular formula: C8H12N4
Method: DFT, the ωB97M-V functional and the def2-TZVPD basis

XYZ file:
```
24
Properties=species:S:1:pos:R:3:forces:R:3:nbo_charge:R:1
N -0.175 0.243 -1.733 -0.1 -0.1 0.2 -0.360
N 0.162 -3.835 -1.516 0.0 0.2 2.5 -0.372
N 2.294 0.169 1.255 0.2 0.0 -0.2 -0.389
N -1.617 4.607 5.359 0.9 2.2 4.4 -0.319
C -1.852 4.182 4.358 -0.9 -2.1 -4.3 0.282
C 0.137 1.215 -1.209 0.9 2.0 0.3 0.307
C 1.870 -0.865 0.987 -0.1 0.9 -0.2 0.322
C 0.121 -4.193 -4.126 -1.2 1.8 2.0 -0.698
C 1.176 -2.118 0.815 2.7 -0.2 -0.4 -0.726
C 0.246 -3.940 -2.636 -0.2 -1.0 -4.1 0.322
C -2.031 3.420 3.133 -1.2 0.1 0.3 -0.714
C 0.563 2.577 -0.659 -1.7 -1.4 1.0 -0.703
H 0.002 3.367 -1.146 0.1 0.0 -0.4 0.245
H 0.226 -3.238 -4.626 -0.1 0.3 -0.1 0.253
H -2.729 3.845 2.417 -0.6 0.1 0.4 0.249
H 0.259 2.649 0.410 0.2 -0.4 -0.6 0.247
H -2.299 2.402 3.406 -0.1 0.0 -0.2 0.256
H 0.868 -4.812 -4.519 0.9 -1.2 -0.2 0.247
H -1.148 3.424 2.579 1.8 -0.2 -0.6 0.244
H 1.935 -2.896 0.912 -0.2 -0.2 0.3 0.248
H 0.526 -2.123 1.616 -1.8 -0.6 1.5 0.246
H 0.757 -2.311 -0.134 -0.8 0.4 -0.9 0.292
H -0.909 -4.536 -4.284 0.5 -0.2 -0.1 0.256
H 1.616 2.766 -0.658 0.6 -0.3 -0.4 0.263
```
Forces are in eV/Å.

Summary:
Energy above the lowest of the compared OMol25 structures with the same formula, charge and spin   2.593 eV
LUMO level   0.0184 Ha
HOMO energy   -11.32 eV
2S+1   1
E   -14448.9592 eV

[3]
Molecular formula: C5H8O
Method: DFT, the ωB97M-V functional and the def2-TZVPD basis

XYZ file:
```
14
Properties=species:S:1:pos:R:3:forces:R:3:nbo_charge:R:1
O -0.135 -1.188 -1.403 0.0 0.1 0.4 -0.564
C 0.025 -0.923 -0.227 0.0 0.0 -0.2 0.595
C 0.610 1.520 -0.763 0.1 0.1 -0.1 -0.396
C -0.819 1.473 -0.356 -0.2 0.1 -0.1 -0.385
C 0.070 -1.996 0.836 0.0 -0.1 0.0 -0.714
C 0.166 0.487 0.240 0.1 -0.1 0.1 -0.359
H 1.230 2.331 -0.395 -0.1 -0.1 0.0 0.218
H 0.860 1.140 -1.750 -0.1 0.0 0.2 0.238
H 0.446 0.632 1.280 -0.1 0.0 -0.2 0.222
H -0.342 -2.925 0.440 0.1 0.1 0.0 0.237
H -1.210 2.245 0.300 0.1 -0.1 -0.1 0.217
H 1.110 -2.167 1.136 -0.1 0.1 0.0 0.237
H -1.526 1.059 -1.068 0.1 0.0 0.1 0.230
H -0.485 -1.688 1.729 0.1 0.0 -0.1 0.224
```
Forces are in eV/Å.

Summary:
Energy above the lowest of the compared OMol25 structures with the same formula, charge and spin   0.809 eV
LUMO level   0.0401 Ha
HOMO energy   -9.66 eV
2S+1   1
E   -7361.4465 eV